This record from OMol25 describes one molecule with the formula CH2N2O3S in a non-equilibrium geometry. The level of theory is ωB97M-V/def2-TZVPD.

Gap between HOMO and LUMO (eV): 9.89
LUMO level (eV): 0.50
Energy above the lowest of the compared OMol25 structures with the same formula, charge and spin (kJ/mol): 150.5

```
! RIJCOSX wB97M-V def2-TZVPD def2/J DEFGRID3
* xyz 0 1
C 1.53130 0.23490 0.05565
N -0.44386 0.93567 0.89864
N 0.79040 1.12176 0.39137
O -1.44378 -0.39354 -0.98867
O 0.10107 -1.53774 0.54238
O 2.45614 -0.39536 -0.37533
S -1.05479 -0.72878 0.56088
H -0.81412 -0.87685 -1.55256
H -1.12235 1.63994 0.46765
*
```

This record from OMol25 describes C7H15NO as an isolated structure in a non-equilibrium geometry. The level of theory is ωB97M-V/def2-TZVPD.

Gap between HOMO and LUMO (eV): 9.00
LUMO level (eV): 0.83
Energy above the lowest of the compared OMol25 structures with the same formula, charge and spin (kJ/mol): 465.1

```
! RIJCOSX wB97M-V def2-TZVPD def2/J DEFGRID3
* xyz 0 1
C 0.39664 1.15634 0.19765
C 1.43589 1.30782 -0.88439
C 0.89498 0.48892 1.43399
C -2.13040 -0.06718 0.44457
C -0.96590 0.03211 -0.50701
C -1.18952 0.10737 -1.81986
O -0.22298 2.37572 0.40795
H -0.76241 2.33523 1.20641
H 1.83008 0.33324 -1.16143
H 1.01114 1.81034 -1.74902
H 2.25209 1.92933 -0.50874
H 0.23101 0.61987 2.28748
H 0.97525 -0.60870 1.24373
H 1.90980 0.80951 1.67997
H -1.83369 0.02909 1.48918
H -2.88974 0.69795 0.27570
H -2.60724 -1.04450 0.36569
H -2.18272 0.01421 -2.24058
H -0.38665 0.15265 -2.53940
C 0.54625 -2.32015 0.16569
N 1.70353 -2.48426 -0.29219
H 2.17163 -3.35335 -0.02099
H -0.01981 -3.05660 0.75946
H -0.16724 -1.26495 -0.23386
*
```

This record from OMol25 describes C11H14CaN2OP as an isolated structure in a non-equilibrium geometry. The level of theory is ωB97M-V/def2-TZVPD.

Gap between HOMO and LUMO (alpha / beta) (eV): 4.39 / 4.80
LUMO level (alpha / beta) (eV): 2.22 / 2.58
Energy above the lowest of the compared OMol25 structures with the same formula, charge and spin (kJ/mol): 114.1

```
! RIJCOSX wB97M-V def2-TZVPD def2/J DEFGRID3
* xyz -1 1
C -0.34916 -0.46160 -1.21326
C -1.16022 -1.45856 -1.76677
C -0.57433 -2.74020 -1.55340
C 0.65820 -2.60071 -0.85219
C 0.90483 -1.24971 -0.57929
Ca 1.21505 2.05687 0.87910
P -0.62256 3.68784 -0.34525
H -0.49098 0.62296 -1.23173
H -2.10305 -1.28198 -2.28538
H -1.00217 -3.68496 -1.88466
H 1.77201 -0.79856 -0.08654
H 1.31176 -3.42512 -0.56702
H -2.03984 3.44030 -0.25982
H -0.56580 3.86085 -1.77747
H -0.67993 5.08958 -0.01741
N -0.89784 -1.80120 6.70871
C -0.36381 -0.53680 6.59841
O -0.17963 0.18191 7.57361
C -0.08768 -0.06248 5.20158
C -0.61782 -0.68840 4.06151
C -0.32368 -0.18277 2.80160
N 0.45830 0.92634 2.65809
C 0.96237 1.56022 3.76104
C 0.69146 1.09133 5.03778
H -0.96465 -2.16109 7.64915
H -0.76743 -2.48624 5.97866
H -1.26990 -1.56038 4.13488
H -0.69267 -0.63211 1.87807
H 1.58074 2.45262 3.58363
H 1.08494 1.62823 5.90267
*
```

This record from OMol25 describes a 2-piece molecular cluster, C3H3N3O overall in a non-equilibrium geometry. The level of theory is ωB97M-V/def2-TZVPD.

Gap between HOMO and LUMO (eV): 10.20
LUMO level (eV): 0.54
SMILES: N=C=CC=O.N#N
Energy above the lowest of the compared OMol25 structures with the same formula, charge and spin (kJ/mol): 78.7

```
! RIJCOSX wB97M-V def2-TZVPD def2/J DEFGRID3
* xyz 0 1
N -1.84754 -0.91649 -0.57649
C -1.28340 -0.01954 0.01132
C -0.66950 0.90700 0.73687
C 0.72986 0.69863 1.11897
O 1.35127 -0.32843 0.93801
H -1.80060 -0.94877 -1.59210
H -1.19569 1.81371 1.01338
H 1.21373 1.57735 1.58859
N 1.23402 -1.34852 -1.80407
N 2.26785 -1.43494 -1.43448
*
```

This record from OMol25 describes a 13-piece molecular cluster, C4H34N2O13 overall in a non-equilibrium geometry. The level of theory is ωB97M-V/def2-TZVPD.

Gap between HOMO and LUMO (eV): 9.72
LUMO level (eV): -0.16
Energy above the lowest of the compared OMol25 structures with the same formula, charge and spin (kJ/mol): 282.0

```
! RIJCOSX wB97M-V def2-TZVPD def2/J DEFGRID3
* xyz 0 1
N 1.63550 -0.41601 1.15822
C 0.22672 -0.42049 0.78416
C -0.10239 -1.65685 -0.05264
C 0.00417 0.85333 -0.02490
N -1.27019 1.25898 -0.28590
C -2.46921 0.51973 0.02779
O 0.93773 1.64847 -0.15739
H 1.82596 -1.30005 1.60224
H 2.29081 -0.13959 0.45100
H -0.36236 -0.55240 1.68380
H 0.53036 -1.62880 -0.93672
H -1.14256 -1.65691 -0.40648
H -0.12941 -2.62206 0.45157
H -1.37298 2.19826 -0.63963
H -2.34228 -0.17941 0.85217
H -3.28640 1.10081 0.44822
H -2.72294 -0.12292 -0.81699
H 2.06595 -3.14608 -2.60755
H 4.29030 -0.36828 -1.88652
O 4.62981 0.14016 -1.14361
H 0.42724 2.98870 -1.13180
H 0.56903 3.76982 -2.50826
O -0.05451 3.38872 -1.88825
H -2.07187 0.16705 4.39199
H -1.65919 1.02202 3.22429
O -2.35734 0.44393 3.51576
H 2.02594 4.90607 1.03555
H 1.75650 4.28326 2.38975
O 2.47033 4.48001 1.77471
H 2.21247 0.96477 2.57208
H 3.52020 1.56333 2.66697
O 2.80970 1.30946 3.27415
H -3.62494 -2.14473 -0.96591
H -4.59370 -2.01579 -2.10200
O -4.30782 -2.64278 -1.42983
H 0.60386 -0.74700 -3.09656
H 1.96391 -0.61900 -3.57304
O 1.50017 -1.00925 -2.83227
H 4.00821 0.87135 -1.07010
H 0.10002 1.46018 -3.21926
O -0.03017 0.83755 -3.94851
H -2.62450 -3.87495 -2.46093
H -1.72488 -2.83055 -1.89832
O -1.70243 -3.61187 -2.45570
H 0.39634 1.96888 4.72615
H 1.04960 2.00460 3.44925
O 0.18656 2.26888 3.83001
H -2.06246 -1.21163 2.57961
H -1.58880 -2.29469 3.52442
O -2.02647 -2.17882 2.67689
H 0.79211 -3.98014 -2.68738
H -0.95351 1.00166 -4.16676
O 1.75379 -4.04893 -2.69753
*
```

This record from OMol25 describes one molecule with the formula C5H8 in a non-equilibrium geometry. The level of theory is ωB97M-V/def2-TZVPD.

Gap between HOMO and LUMO (eV): 4.66
LUMO level (eV): -1.92
Energy above the lowest of the compared OMol25 structures with the same formula, charge and spin (kJ/mol): 867.0

```
! RIJCOSX wB97M-V def2-TZVPD def2/J DEFGRID3
* xyz 0 1
C -1.52323 -0.46434 0.45006
C -1.58904 0.48929 -0.77699
C -0.36493 0.35904 0.24280
C 2.25981 -0.04630 0.27800
C 0.90407 -0.48959 -0.02362
H -2.15141 -0.29776 1.32485
H -2.01357 -0.15075 -1.56568
H -1.51926 1.51050 -1.13957
H -0.10981 1.23323 0.82299
H 2.81927 -0.70457 0.94544
H 2.80103 0.76421 -0.18777
H 1.27905 -0.10581 -1.02511
H 0.61944 -1.53002 -0.05502
*
```